Computed, not measured: a cluster of 4 separate species, H8O4 in total, with ωB97M-V with the def2-TZVPD basis set.

Values from the calculation:
frontier orbital gap	10.76	eV
energy above the lowest of the compared OMol25 structures with the same formula, charge and spin	102.70	kJ/mol
LUMO	-0.0001	hartree
structure (SMILES)	O.O.O.O

Element x y z (Å)
O  -0.667  1.582  0.765
H  0.023  0.986  1.021
H  -0.550  1.725  -0.183
O  0.189  -1.338  -0.890
H  0.522  -2.226  -0.701
H  0.616  -0.916  -0.130
O  1.834  0.096  1.171
H  2.144  0.581  1.955
H  2.729  -0.212  0.897
O  -2.551  -0.331  -1.491
H  -2.543  0.601  -1.298
H  -1.745  -0.548  -1.117

***

Computed, not measured: the molecule C4H5NO2, with ωB97M-V with the def2-TZVPD basis set.

Values from the calculation:
frontier orbital gap	10.67	eV
energy above the lowest of the compared OMol25 structures with the same formula, charge and spin	140.46	kJ/mol
LUMO	0.0215	hartree
structure (SMILES)	O=C[C@H]1CN=CO1

Element x y z (Å)
O  -2.188  0.743  0.832
C  -1.810  -0.030  -0.014
C  -0.364  0.010  -0.459
C  0.503  0.806  0.497
N  1.846  0.210  0.291
C  1.598  -0.937  -0.182
O  0.298  -1.262  -0.496
H  -2.528  -0.706  -0.509
H  -0.314  0.419  -1.479
H  0.439  1.884  0.354
H  0.209  0.600  1.531
H  2.309  -1.738  -0.367

***

Computed, not measured: the ion C4H9N2 with charge +1, with ωB97M-V with the def2-TZVPD basis set.

Values from the calculation:
frontier orbital gap	10.59	eV
energy above the lowest of the compared OMol25 structures with the same formula, charge and spin	449.99	kJ/mol
LUMO	-0.1723	hartree
net charge	+1
structure (SMILES)	C=N[N+]1(C)CC1

Element x y z (Å)
C  0.003  2.069  1.122
C  0.465  -0.435  -1.481
C  -0.936  -0.742  -1.161
C  0.365  -0.878  1.002
N  -0.386  1.226  -0.061
N  -0.080  -0.105  -0.151
H  -0.302  3.087  1.005
H  0.502  1.660  1.980
H  1.208  -1.223  -1.509
H  0.686  0.420  -2.106
H  -1.705  -0.091  -1.559
H  -1.253  -1.758  -0.969
H  -0.384  -0.815  1.794
H  0.495  -1.921  0.722
H  1.319  -0.493  1.372

***

Computed, not measured: a structure of composition C52H46GaN10O2S, with ωB97M-V with the def2-TZVPD basis set.

Values from the calculation:
frontier orbital gap	6.83	eV
energy above the lowest of the compared OMol25 structures with the same formula, charge and spin	226.47	kJ/mol
LUMO	-0.0950	hartree
net charge	+1

Element x y z (Å)
Ga  0.518  0.702  -0.172
C  -4.236  0.950  -5.452
C  -3.230  0.587  -4.405
C  -2.570  -0.637  -4.451
C  -1.635  -0.986  -3.503
C  -1.326  -0.129  -2.434
N  -0.382  -0.448  -1.497
C  0.349  -1.640  -1.600
C  -0.191  -2.888  -1.302
C  0.612  -4.008  -1.255
C  1.980  -3.923  -1.505
C  2.852  -5.129  -1.387
C  2.520  -2.694  -1.845
C  1.718  -1.561  -1.900
N  2.266  -0.342  -2.352
C  3.141  -0.186  -3.360
C  3.292  1.168  -3.573
C  2.455  1.776  -2.644
N  1.848  0.849  -1.912
C  -1.995  1.110  -2.388
C  -2.914  1.457  -3.376
N  -1.741  2.058  -1.373
C  -2.638  2.947  -0.922
C  -1.965  3.894  -0.177
C  -0.641  3.489  -0.208
N  -0.510  2.377  -0.933
H  -4.536  0.066  -6.010
H  -3.816  1.673  -6.152
H  -5.121  1.387  -4.995
H  -2.780  -1.318  -5.262
H  -1.118  -1.932  -3.581
H  -1.243  -2.964  -1.070
H  0.178  -4.961  -0.995
H  2.367  -6.002  -1.810
H  3.062  -5.344  -0.341
H  3.800  -4.976  -1.893
H  3.579  -2.597  -2.043
H  3.585  -1.017  -3.869
H  3.909  1.647  -4.305
H  2.243  2.819  -2.495
H  -3.365  2.439  -3.364
H  -3.686  2.839  -1.110
H  -2.378  4.740  0.330
H  0.219  3.948  0.233
S  6.895  0.102  1.820
C  5.162  0.293  1.432
C  4.317  -0.805  1.462
C  3.006  -0.641  1.057
N  2.532  0.524  0.632
C  3.336  1.581  0.604
C  4.657  1.517  1.003
C  7.243  -0.258  0.080
C  7.635  0.764  -0.765
C  7.775  0.465  -2.113
N  7.557  -0.735  -2.613
C  7.226  -1.710  -1.789
C  7.049  -1.532  -0.424
H  4.669  -1.772  1.789
H  2.311  -1.468  1.072
H  2.886  2.498  0.248
H  5.286  2.394  0.963
H  7.808  1.759  -0.389
H  8.048  1.228  -2.826
H  7.074  -2.676  -2.247
H  6.762  -2.353  0.213
N  1.738  4.075  3.943
C  1.335  3.763  2.688
N  1.354  2.488  2.427
C  1.794  1.891  3.594
C  2.016  0.553  3.908
C  2.470  0.263  5.178
C  2.714  1.262  6.125
C  2.518  2.596  5.834
C  2.045  2.891  4.564
H  1.758  4.992  4.356
H  1.040  4.538  2.007
H  1.813  -0.229  3.191
H  2.663  -0.761  5.457
H  3.049  0.981  7.112
H  2.719  3.372  6.559
C  -7.892  0.990  1.070
C  -6.831  0.402  0.189
C  -7.106  0.134  -1.145
C  -6.135  -0.390  -1.979
C  -4.894  -0.707  -1.468
C  -4.610  -0.474  -0.126
N  -3.332  -0.807  0.355
C  -3.067  -1.427  1.547
C  -3.994  -2.297  2.135
C  -3.714  -2.922  3.331
C  -2.486  -2.745  3.958
C  -1.525  -1.962  3.351
C  -1.813  -1.289  2.170
C  -0.778  -0.498  1.487
O  -0.991  0.707  1.155
O  0.291  -1.043  1.147
C  -5.559  0.134  0.702
C  -5.197  0.558  2.093
H  -8.859  0.969  0.578
H  -7.658  2.025  1.322
H  -7.973  0.433  2.001
H  -8.086  0.357  -1.538
H  -6.347  -0.570  -3.021
H  -4.137  -1.136  -2.104
H  -2.550  -0.419  -0.153
H  -4.925  -2.488  1.622
H  -4.448  -3.577  3.775
H  -2.272  -3.223  4.901
H  -0.547  -1.844  3.795
H  -5.489  -0.187  2.832
H  -5.687  1.493  2.345
H  -4.124  0.710  2.181

***

Computed, not measured: the ion CHO5S with charge -1, with ωB97M-V with the def2-TZVPD basis set.

Values from the calculation:
frontier orbital gap	9.88	eV
energy above the lowest of the compared OMol25 structures with the same formula, charge and spin	69.04	kJ/mol
LUMO	0.1515	hartree
net charge	-1
structure (SMILES)	O=COS(=O)(=O)[O-]

Element x y z (Å)
C  -1.484  0.285  -0.031
O  1.763  -1.556  0.388
O  -0.499  -0.505  0.310
O  1.583  0.859  0.928
O  1.390  0.105  -1.348
O  -1.674  1.491  0.014
S  1.283  -0.270  0.078
H  -2.363  -0.409  -0.339